# 1
Entry from OMol25: an isolated ion of composition C3H5N2O2S and charge +1 in a non-equilibrium geometry (the ωB97M-V functional and the def2-TZVPD basis).

CARTESIAN COORDINATES (ANGSTROEM)
C1 -1.05745 -1.83053 1.15124
C2 0.32995 0.03319 0.52579
C3 0.50020 0.17885 -0.99040
N1 -0.91391 -0.59940 0.86939
N2 1.40909 -1.96961 -1.77923
O1 -1.12906 -2.96613 1.31886
O2 2.38733 -1.45020 -1.91334
S1 2.30760 0.51161 -1.33042
H1 1.11443 -0.63471 0.86837
H2 0.54751 0.89796 0.99364
H3 0.21817 -0.70949 -1.56349
H4 -0.12674 0.96413 -1.40246
H5 -1.74996 -0.00698 0.53159

Properties
**Gap between HOMO and LUMO (spin up / spin down)**: 6.9 / 7.0 eV
**Max |F|**: 4.96 eV/A
**Lowest unoccupied orbital energy (spin up / spin down)**: -5.64 / -5.64 eV
**DFT total energy**: -21089.41270 eV
**HOMO energy (spin up / spin down)**: -12.50 / -12.61 eV
**Charge**: +1
**ΔE to the lowest compared entry with this formula, charge and spin**: 91.71 kcal/mol

Results of the Mulliken charge analysis, in e, for atoms 1 through 8: number 1, C, carries 0.70; number 2, C, carries -0.69; number 3, C, carries -0.89; number 4, N, carries -0.11; number 5, N, carries 0.09; number 6, O, carries -0.14; number 7, O, carries 0.00; number 8, S, carries -0.11

=====

# 2
Entry from OMol25: an isolated molecule of C5H8N2O in a non-equilibrium geometry (the ωB97M-V functional and the def2-TZVPD basis).

CARTESIAN COORDINATES (ANGSTROEM)
C1 1.31910 0.02072 1.72988
C2 -0.72339 -0.12140 -2.02940
C3 0.58455 -0.05218 0.41940
C4 -0.05685 0.55967 -0.87448
N1 -1.66061 -0.57995 0.62928
N2 -0.76462 0.49331 0.50553
C5 1.35193 0.52286 -0.70815
O1 2.28361 1.29572 -0.80962
H1 -1.61324 -1.05484 1.53160
H2 -2.61312 -0.28760 0.41351
H3 1.78832 0.99878 1.87952
H4 2.11158 -0.73647 1.74979
H5 0.67853 -0.16548 2.59773
H6 -1.67580 0.36302 -2.26771
H7 -0.10255 -0.07167 -2.93076
H8 -0.90745 -1.18449 -1.83611

Properties
**Gap between HOMO and LUMO**: 7.4 eV
**Max |F|**: 6.84 eV/A
**Lowest unoccupied orbital energy**: -0.34 eV
**Structure (SMILES)**: C[C@]12C(=O)[C@]1(C)N2N
**DFT total energy**: -10334.54667 eV
**HOMO energy**: -7.78 eV
**ΔE to the lowest compared entry with this formula, charge and spin**: 188.62 kcal/mol

Results of the Mulliken charge analysis, in e, for atoms 1 through 8: number 1, C, carries -1.03; number 2, C, carries -1.39; number 3, C, carries 0.04; number 4, C, carries 0.94; number 5, N, carries -0.49; number 6, N, carries -0.14; number 7, C, carries 0.21; number 8, O, carries -0.63

=====

# 3
Entry from OMol25: a 12-piece molecular cluster, C12H48N24O12 overall in a non-equilibrium geometry (the ωB97M-V functional and the def2-TZVPD basis).

CARTESIAN COORDINATES (ANGSTROEM)
C1 -1.70403 3.78861 1.28701
O1 -2.26727 2.66850 1.34496
N1 -1.33105 4.31611 0.08281
N2 -1.42921 4.50288 2.39321
H1 -0.54201 4.95741 -0.03034
H2 -1.45249 3.72985 -0.73671
H3 -1.05797 5.39831 2.24197
H4 -1.57742 4.07081 3.29338
C2 4.72380 -1.12854 -2.41872
O2 5.46372 -1.75278 -1.63549
N3 5.05857 -1.07212 -3.83317
N4 3.62194 -0.45367 -2.14507
H5 5.58656 -1.86261 -4.14363
H6 4.21120 -0.95778 -4.38477
H7 3.08014 -0.07476 -2.89357
H8 3.15388 -0.52583 -1.23639
C3 0.94687 -2.18653 -4.28919
O3 1.66346 -1.15018 -4.30820
N5 -0.08537 -2.27927 -5.14150
N6 1.28224 -3.22911 -3.51821
H9 -0.85942 -2.91855 -5.06502
H10 -0.00788 -1.69636 -5.94514
H11 1.97658 -3.08407 -2.78230
H12 0.70339 -4.04465 -3.44467
C4 -2.53612 -2.97753 2.12691
O4 -2.93330 -3.74394 1.20060
N7 -1.89340 -3.51707 3.23122
N8 -2.89280 -1.62274 2.22152
H13 -1.81509 -3.01837 4.05911
H14 -1.87068 -4.52796 3.37330
H15 -2.93575 -1.10145 1.37153
H16 -2.37500 -1.10419 2.93322
C5 2.27843 3.74519 0.41265
O5 1.58842 4.56349 -0.14493
N9 2.24811 2.45552 -0.00699
N10 2.88770 3.84119 1.63242
H17 2.49596 1.63001 0.57875
H18 1.42241 2.28676 -0.52589
H19 3.35325 3.02529 2.04961
H20 2.85569 4.71519 2.11069
C6 -2.14572 -4.97051 -2.55878
O6 -1.50491 -4.75798 -3.59562
N11 -2.78180 -3.95642 -1.83582
N12 -2.35054 -6.22930 -2.02532
H21 -2.46860 -3.04686 -2.16098
H22 -2.90327 -4.06971 -0.83234
H23 -3.00023 -6.25584 -1.28542
H24 -2.04561 -7.11224 -2.36149
C7 -2.32994 2.17121 5.05620
O7 -1.17470 2.45650 4.99784
N13 -2.98733 1.79750 6.23347
N14 -3.17125 2.10137 3.91659
H25 -2.38171 1.72344 7.04791
H26 -3.59947 0.98003 6.02467
H27 -2.91147 2.35071 2.98808
H28 -4.11037 2.31380 4.19860
C8 4.29949 0.06680 1.55405
O8 3.59020 0.99976 1.99550
N15 5.15845 0.36239 0.57297
N16 4.28084 -1.14821 2.17812
H29 5.02801 1.26476 0.24909
H30 5.50149 -0.38028 -0.07123
H31 3.48405 -1.25979 2.77090
H32 4.54589 -1.89714 1.51844
C9 0.62340 -0.19012 -0.16522
O9 1.71206 -0.45540 0.35027
N17 -0.36460 0.50289 0.44035
N18 0.30912 -0.62698 -1.41619
H33 -0.33734 0.77713 1.40821
H34 -1.20676 0.56359 -0.10269
H35 -0.64095 -0.46759 -1.72636
H36 0.71182 -1.39596 -1.94411
C10 -3.56534 -0.13502 -1.37314
O10 -2.69670 -0.78128 -1.98469
N19 -3.49484 1.25725 -1.35157
N20 -4.41522 -0.73837 -0.51978
H37 -3.76798 1.69402 -0.48557
H38 -2.64599 1.65728 -1.68822
H39 -5.14643 -0.22623 -0.08270
H40 -4.62095 -1.71460 -0.64948
C11 -0.14360 2.84074 -3.55385
O11 -1.19224 3.16306 -2.99387
N21 -0.13428 1.83330 -4.50854
N22 1.11441 3.25294 -3.24542
H41 0.70131 1.29574 -4.73998
H42 -1.07605 1.53812 -4.74433
H43 1.88538 2.65024 -3.59752
H44 1.27859 4.00161 -2.57829
C12 0.10318 -0.59108 3.70772
O12 -0.95487 -0.84529 4.31840
N23 0.62868 0.65364 3.77841
N24 0.76956 -1.49503 2.86799
H45 1.50798 0.91507 3.30171
H46 0.41687 1.28080 4.53318
H47 1.35509 -1.08110 2.13983
H48 0.22917 -2.30247 2.71510

Properties
**Gap between HOMO and LUMO**: 10.0 eV
**Max |F|**: 3.59 eV/A
**Lowest unoccupied orbital energy**: 0.47 eV
**Structure (SMILES)**: NC(N)=O.NC(N)=O.NC(N)=O.NC(N)=O.NC(N)=O.NC(N)=O.NC(N)=O.NC(N)=O.NC(N)=O.NC(N)=O.NC(N)=O.NC(N)=O
**DFT total energy**: -73570.36286 eV
**HOMO energy**: -9.51 eV
**ΔE to the lowest compared entry with this formula, charge and spin**: 0.00 kcal/mol

Results of the Mulliken charge analysis, in e, for atoms 1 through 8: number 1, C, carries 0.79; number 2, O, carries -0.81; number 3, N, carries -0.39; number 4, N, carries -0.37; number 5, H, carries 0.25; number 6, H, carries 0.12; number 7, H, carries 0.18; number 8, H, carries 0.09

=====

# 4
Entry from OMol25: C64H52BrF4N5O3P3SSe2Tl as an isolated structure in a non-equilibrium geometry (the ωB97M-V functional and the def2-TZVPD basis).

CARTESIAN COORDINATES (ANGSTROEM)
Tl1 0.16685 -0.17873 1.59516
F1 -3.16833 -6.89608 3.14999
C1 -3.06063 -5.83212 2.34290
C2 -4.12795 -5.43644 1.56289
F2 -5.26520 -6.15198 1.58017
C3 -4.01753 -4.31926 0.75068
F3 -5.06413 -4.09663 -0.05860
C4 -2.88075 -3.52343 0.69638
P1 -2.71005 -1.79804 -0.04119
C5 -3.10636 -2.20686 -1.79324
C6 -3.91584 -1.36800 -2.55733
C7 -4.08112 -1.59190 -3.91357
C8 -3.40695 -2.63077 -4.53592
C9 -2.56658 -3.44801 -3.79404
C10 -2.41440 -3.23434 -2.43363
C11 -4.27206 -0.90924 0.38717
C12 -4.06962 0.34981 0.94384
C13 -5.13937 1.12047 1.36788
C14 -6.43238 0.64762 1.22553
C15 -6.64871 -0.56363 0.58671
C16 -5.57899 -1.33163 0.15218
C17 -1.75724 -4.04766 1.39038
Br1 -0.00630 -3.46264 1.00587
C18 -1.86306 -5.15493 2.21514
F4 -0.80129 -5.60835 2.89395
H1 -4.40958 -0.53161 -2.08480
H2 -4.73406 -0.94744 -4.48894
H3 -3.53439 -2.79152 -5.59892
H4 -2.02097 -4.24951 -4.27852
H5 -1.74224 -3.86142 -1.85784
H6 -3.06202 0.71858 1.06158
H7 -4.95430 2.08412 1.82321
H8 -7.27335 1.22841 1.58393
H9 -7.65744 -0.92605 0.42541
H10 -5.78398 -2.23098 -0.40261
Se1 2.98115 2.19272 -5.50412
P2 0.98977 1.97869 -4.79953
C19 0.03925 1.05225 -6.04836
C20 0.16929 1.48168 -7.36813
C21 -0.48202 0.81012 -8.38615
C22 -1.23990 -0.31585 -8.09277
C23 -1.35270 -0.75253 -6.78333
C24 -0.72568 -0.06760 -5.75130
C25 0.27152 3.65511 -4.79140
C26 -0.73417 4.08770 -5.64394
C27 -1.11057 5.42307 -5.63788
C28 -0.50027 6.32120 -4.77831
C29 0.49188 5.88401 -3.91134
C30 0.88115 4.55762 -3.92329
C31 0.57857 1.33258 -3.19543
C32 1.14698 0.78225 -2.02986
N1 0.11994 0.60761 -1.18069
N2 -0.99101 1.01932 -1.75958
N3 -0.75325 1.46356 -2.96403
P3 2.77506 0.14822 -1.56626
Se2 3.07660 0.04233 0.57077
C33 2.77019 -1.38023 -2.58982
C34 2.45232 -1.39135 -3.94391
C35 2.35726 -2.59454 -4.62188
C36 2.57015 -3.79231 -3.95188
C37 2.88015 -3.78490 -2.60108
C38 2.97519 -2.58038 -1.91964
C39 3.96385 1.28054 -2.31929
C40 3.84978 2.62737 -1.98060
C41 4.84677 3.51608 -2.33516
C42 5.97210 3.05938 -3.00677
C43 6.10617 1.71170 -3.30545
C44 5.11211 0.81645 -2.94961
H11 0.79732 2.33766 -7.58140
H12 -0.39224 1.16058 -9.40615
H13 -1.73879 -0.85514 -8.88816
H14 -1.93460 -1.63506 -6.55854
H15 -0.84250 -0.38932 -4.72480
H16 -1.22241 3.38872 -6.30878
H17 -1.88319 5.76251 -6.31613
H18 -0.79618 7.36254 -4.78449
H19 0.96840 6.58108 -3.23489
H20 1.67503 4.20362 -3.27616
H21 2.28860 -0.46174 -4.47288
H22 2.10903 -2.59792 -5.67589
H23 2.49290 -4.73107 -4.48715
H24 3.03617 -4.71695 -2.07381
H25 3.20132 -2.54903 -0.85988
H26 2.98044 2.95680 -1.42262
H27 4.75036 4.56637 -2.08900
H28 6.74755 3.75842 -3.29470
H29 6.98989 1.35900 -3.82287
H30 5.20741 -0.24135 -3.16319
C45 1.13585 -4.33646 7.76271
C46 0.39531 -3.32514 6.92965
C47 -0.90639 -2.96509 7.27055
C48 -1.61746 -2.08047 6.47839
C49 -1.03170 -1.56006 5.33658
C50 0.27012 -1.88170 4.99522
C51 0.98092 -2.75659 5.80428
S1 -2.07425 -0.64129 4.19686
O1 -3.31460 -0.36606 4.89661
O2 -2.20247 -1.59176 3.09739
N4 -1.34037 0.62497 3.62727
C52 -0.93359 1.74434 4.25469
C53 -1.06210 2.01475 5.61309
C54 -0.53258 3.18118 6.17166
C55 0.12899 4.10871 5.40852
C56 0.28236 3.89342 4.02190
C57 0.99407 4.77025 3.17391
C58 1.13911 4.47148 1.84764
C59 0.56346 3.28867 1.35868
N5 -0.10538 2.45317 2.11169
C60 -0.25262 2.71761 3.43003
H31 0.54266 -5.24661 7.86140
H32 1.32379 -3.94503 8.76407
H33 2.08998 -4.58988 7.30466
H34 -1.36682 -3.38911 8.15544
H35 -2.63217 -1.78889 6.71014
H36 0.72625 -1.45238 4.10826
H37 2.00493 -3.00391 5.55279
H38 -1.56410 1.28510 6.23524
H39 -0.63238 3.34133 7.24011
H40 0.56447 4.99284 5.85940
H41 1.43094 5.67029 3.59209
H42 1.69251 5.11859 1.18070
H43 0.65032 3.01122 0.31426
C61 2.47804 0.75524 5.18908
C62 3.30717 0.38544 3.93762
C63 4.23926 -0.80010 4.28462
C64 4.19876 1.60341 3.59511
O3 2.47947 0.05991 2.89345
H44 3.11758 1.12941 5.99480
H45 1.92548 -0.10890 5.55611
H46 1.75702 1.52567 4.91780
H47 4.96726 -0.53854 5.05900
H48 4.76382 -1.10144 3.37680
H49 3.63982 -1.64409 4.62832
H50 4.84972 1.86950 4.43349
H51 3.56095 2.45624 3.35775
H52 4.80675 1.36932 2.71988

Properties
**Gap between HOMO and LUMO**: 5.6 eV
**Max |F|**: 1.03 eV/A
**Lowest unoccupied orbital energy**: 3.70 eV
**DFT total energy**: -335807.77735 eV
**HOMO energy**: -1.86 eV
**Charge**: -2
**ΔE to the lowest compared entry with this formula, charge and spin**: 26.10 kcal/mol

Results of the Mulliken charge analysis, in e, for atoms 1 through 8: number 1, Tl, carries 1.40; number 2, F, carries -0.33; number 3, C, carries 0.48; number 4, C, carries 0.29; number 5, F, carries -0.33; number 6, C, carries 0.02; number 7, F, carries -0.40; number 8, C, carries -0.43